[1]
C58H159Cl2N14O15Pd2 | ωB97M-V/def2-TZVPD

Output
E_tot in hartree: -5375.8295
Gap between HOMO and LUMO (alpha / beta) in eV: 5.3022 / 3.5796
E_LUMO (alpha / beta) in hartree: -0.133 / -0.216
HOMO level (alpha / beta) in hartree: -0.32815 / -0.34714

The geometry in ORCA input format:
```
! RIJCOSX wB97M-V def2-TZVPD def2/J DEFGRID3
* xyz 1 5
Pd -2.211 3.579 2.355
Pd 3.583 -0.187 5.547
Cl 1.535 -1.754 4.968
Cl -4.571 4.018 3.627
C -0.008 0.447 0.358
C 0.034 1.356 1.602
O -0.392 2.729 1.501
H 0.261 -0.554 0.695
H 0.766 0.783 -0.332
H -1.000 0.483 -0.091
H 1.064 1.311 1.956
H -0.577 0.955 2.411
C -5.076 -1.184 -1.976
C -5.769 -2.544 -2.036
C -6.350 -2.967 -3.394
O -7.281 -2.028 -4.001
C -7.269 -2.283 -5.429
N -5.121 -3.642 -1.379
H -4.548 -1.062 -1.030
H -5.742 -0.321 -1.993
H -4.365 -1.113 -2.799
H -6.647 -2.362 -1.415
H -6.816 -3.950 -3.327
H -5.552 -3.299 -4.058
H -7.552 -3.272 -5.788
H -6.310 -2.142 -5.927
H -7.990 -1.599 -5.878
H -4.140 -3.694 -1.617
H -5.070 -3.473 -0.384
C -2.307 -1.062 5.058
C -1.799 -0.049 6.017
C -1.454 -0.703 7.436
O -2.756 -0.860 8.068
C -2.496 -1.427 9.331
N -0.699 0.553 5.335
H -1.658 -1.938 5.071
H -2.492 -0.824 4.010
H -3.216 -1.487 5.484
H -2.433 0.838 6.021
H -0.750 -0.093 8.002
H -0.902 -1.634 7.306
H -1.952 -0.768 10.008
H -1.906 -2.344 9.302
H -3.442 -1.668 9.817
H -0.302 -0.275 4.913
H 0.088 0.748 5.938
C 5.560 5.194 -0.699
C 5.516 3.974 -1.648
C 5.366 2.600 -0.936
O 6.493 2.327 -0.054
C 6.375 1.040 0.533
N 4.547 4.187 -2.711
H 5.511 6.141 -1.236
H 6.489 5.271 -0.134
H 4.693 5.204 -0.039
H 6.431 3.955 -2.240
H 5.321 1.859 -1.734
H 4.464 2.455 -0.342
H 7.253 0.877 1.158
H 6.422 0.273 -0.240
H 5.433 0.988 1.080
H 3.647 4.161 -2.254
H 4.529 3.454 -3.405
C 7.246 -1.622 4.147
C 6.044 -1.286 3.214
C 5.851 -2.251 2.017
O 4.709 -1.878 1.242
C 4.703 -2.448 -0.057
N 4.821 -1.294 3.999
H 8.208 -1.534 3.641
H 7.199 -2.643 4.525
H 7.329 -0.912 4.970
H 6.131 -0.292 2.776
H 5.603 -3.207 2.479
H 6.794 -2.366 1.482
H 4.970 -3.504 -0.025
H 5.482 -1.846 -0.525
H 3.734 -2.336 -0.544
H 4.780 -2.190 4.465
H 4.281 -1.609 3.206
C -5.582 1.391 -5.176
C -4.521 2.473 -5.515
C -3.085 2.003 -5.298
O -2.981 1.823 -3.873
C -1.683 1.401 -3.527
N -4.928 2.864 -6.888
H -5.378 0.589 -5.886
H -6.603 1.699 -5.401
H -5.418 1.129 -4.131
H -4.702 3.384 -4.943
H -2.407 2.767 -5.678
H -2.827 1.086 -5.828
H -1.661 1.163 -2.463
H -1.018 2.264 -3.550
H -1.308 0.488 -3.990
H -5.884 3.144 -6.724
H -4.482 3.680 -7.283
C 3.533 3.081 2.436
C 4.022 2.049 3.413
C 5.064 2.568 4.466
O 5.248 1.399 5.382
C 6.530 1.544 6.094
N 2.848 1.476 4.030
H 2.925 3.866 2.886
H 2.946 2.681 1.609
H 4.399 3.571 1.991
H 4.546 1.278 2.848
H 4.805 3.479 5.005
H 5.956 2.905 3.938
H 6.567 0.726 6.813
H 6.618 2.440 6.710
H 7.430 1.487 5.482
H 2.156 1.464 3.294
H 2.492 2.201 4.636
C -2.601 -6.275 -3.505
C -2.895 -4.943 -4.198
C -2.086 -3.776 -3.557
O -2.495 -3.599 -2.207
C -1.641 -2.825 -1.425
N -2.607 -5.109 -5.624
H -1.561 -6.586 -3.604
H -3.055 -7.156 -3.960
H -2.880 -6.301 -2.452
H -3.957 -4.768 -4.025
H -2.299 -2.865 -4.116
H -1.016 -3.884 -3.736
H -1.515 -1.806 -1.789
H -0.647 -3.255 -1.306
H -2.092 -2.728 -0.437
H -3.185 -4.401 -6.054
H -2.919 -5.952 -6.085
C -6.118 -4.989 1.592
C -4.704 -4.611 2.065
C -3.658 -5.691 1.678
O -3.901 -6.977 2.379
C -2.794 -7.884 2.429
N -4.368 -3.225 1.697
H -6.225 -5.218 0.532
H -6.828 -4.209 1.866
H -6.451 -5.876 2.131
H -4.591 -4.696 3.146
H -2.714 -5.332 2.087
H -3.606 -5.688 0.589
H -2.935 -8.620 3.220
H -1.848 -7.390 2.651
H -2.583 -8.272 1.433
H -3.421 -3.045 2.000
H -5.043 -2.789 2.309
C 1.728 4.760 -0.777
C 0.428 5.341 -1.306
C 0.532 5.828 -2.794
O 1.437 6.905 -2.831
C 1.412 7.657 -3.994
N -0.500 4.268 -1.171
H 2.088 3.862 -1.278
H 1.805 4.565 0.292
H 2.590 5.355 -1.078
H 0.328 6.201 -0.644
H -0.429 6.107 -3.227
H 0.906 5.098 -3.513
H 1.612 7.065 -4.888
H 2.116 8.483 -3.894
H 0.455 8.144 -4.182
H -0.383 3.462 -1.768
H -0.306 3.884 -0.257
C -4.373 3.985 -1.497
C -3.955 3.669 -0.035
C -3.579 2.178 0.096
O -3.469 1.842 1.500
C -3.841 0.507 1.883
N -2.867 4.534 0.376
H -4.731 5.014 -1.528
H -5.119 3.240 -1.776
H -3.543 3.765 -2.169
H -4.876 3.779 0.537
H -2.712 1.761 -0.418
H -4.360 1.527 -0.297
H -3.952 0.439 2.965
H -3.004 -0.124 1.584
H -4.774 0.206 1.408
H -3.246 5.467 0.294
H -2.156 4.508 -0.341
C 0.694 4.130 4.654
C -0.797 4.279 4.997
C -1.385 5.626 4.397
O -1.301 5.471 2.946
C -0.662 6.585 2.304
N -1.545 3.147 4.487
H 1.008 3.151 5.016
H 1.437 4.809 5.074
H 0.755 4.190 3.568
H -0.962 4.263 6.074
H -0.747 6.386 4.849
H -2.405 5.871 4.691
H -1.012 7.548 2.674
H -0.927 6.538 1.247
H 0.411 6.398 2.336
H -0.998 2.324 4.697
H -2.301 2.959 5.129
C 1.322 -3.802 1.280
C 0.061 -4.347 1.973
C 0.446 -5.547 2.889
O 1.261 -6.525 2.191
C 1.741 -7.511 3.055
N -0.433 -3.151 2.707
H 1.833 -4.555 0.679
H 1.992 -3.306 1.982
H 1.019 -2.981 0.631
H -0.606 -4.693 1.183
H -0.352 -6.018 3.462
H 1.116 -5.185 3.669
H 2.249 -8.323 2.535
H 1.087 -8.096 3.702
H 2.512 -7.087 3.699
H -0.671 -2.387 2.091
H 0.261 -2.817 3.361
C 2.797 -4.917 -2.695
C 3.537 -4.088 -3.714
C 2.814 -2.788 -4.237
O 1.586 -2.952 -4.853
C 1.026 -1.802 -5.497
N 4.858 -3.725 -3.253
H 1.774 -5.046 -3.048
H 2.782 -4.463 -1.704
H 3.221 -5.916 -2.601
H 3.619 -4.765 -4.564
H 3.453 -2.288 -4.965
H 2.578 -2.080 -3.443
H 0.870 -0.943 -4.845
H 0.064 -2.121 -5.897
H 1.592 -1.404 -6.339
H 5.310 -4.581 -2.965
H 5.344 -3.302 -4.030
C 2.280 1.229 -3.048
C 2.815 1.446 -4.430
C 2.152 2.642 -5.123
O 0.980 2.202 -5.688
C 0.403 3.027 -6.706
N 4.216 1.758 -4.330
H 1.192 1.189 -3.106
H 2.336 2.130 -2.437
H 2.791 0.403 -2.554
H 2.630 0.528 -4.988
H 2.840 3.067 -5.853
H 1.915 3.529 -4.537
H 1.062 3.041 -7.574
H 0.357 4.016 -6.251
H -0.579 2.618 -6.944
H 4.586 2.003 -5.237
H 4.716 0.931 -4.038
*
```

---

[2]
C6H9N | ωB97M-V/def2-TZVPD

Output
Structure (SMILES): C[C@]12C[C@H]1[C@H]1N[C@H]12
E_tot in hartree: -288.6505
Gap between HOMO and LUMO in eV: 9.6459
E_LUMO in hartree: 0.040
HOMO level in hartree: -0.31477

The geometry in ORCA input format:
```
! RIJCOSX wB97M-V def2-TZVPD def2/J DEFGRID3
* xyz 0 1
C 1.619 -0.734 0.841
C 0.427 -0.111 0.162
C 0.540 0.844 -0.998
C -0.356 1.200 0.139
C -1.683 0.388 0.115
N -1.803 -0.640 -0.910
C -0.929 -0.875 0.209
H 1.428 -0.984 1.890
H 2.523 -0.121 0.785
H 1.836 -1.679 0.321
H 1.478 1.395 -0.978
H 0.178 0.668 -2.010
H -0.269 2.128 0.698
H -2.588 0.690 0.630
H -1.306 -0.459 -1.777
H -1.095 -1.710 0.884
*
```

---

Q: Among the records above, which one has the lowest E_tot?
A: C58H159Cl2N14O15Pd2